Run a
Computed, not measured: C36H27Cl2FNO2PTi as an isolated structure, with wB97M-V/def2-TZVPD.

Output
Gap between HOMO and LUMO in eV: 7.500
LUMO level in eV: -0.72
Multiplicity: 1
HOMO in Ha: -0.302

Each line ends with the Mulliken charge.
Element x y z (Å)
Ti1 0.114 0.094 1.610  -0.19
C1 -2.138 -3.003 1.724  -1.49
P1 -1.434 -1.860 0.503  1.63
C2 -2.869 -1.247 -0.427  0.04
C3 -3.571 -2.077 -1.300  -0.30
C4 -4.670 -1.600 -1.996  -0.77
C5 -5.087 -0.286 -1.816  -0.48
C6 -4.406 0.541 -0.935  -0.70
C7 -3.299 0.063 -0.245  -0.27
C8 -0.544 -2.913 -0.681  0.27
C9 -0.362 -2.525 -2.007  -0.46
C10 0.421 -3.286 -2.861  -0.68
C11 1.038 -4.443 -2.403  -0.63
C12 0.869 -4.835 -1.084  -0.65
C13 0.087 -4.072 -0.228  -0.59
H1 -2.722 -3.786 1.238  0.43
H2 -2.777 -2.424 2.390  0.41
H3 -1.356 -3.453 2.333  0.48
H4 -3.247 -3.100 -1.455  0.43
H5 -5.201 -2.251 -2.678  0.42
H6 -5.944 0.088 -2.362  0.41
H7 -4.727 1.563 -0.787  0.42
H8 -2.770 0.738 0.417  0.38
H9 -0.831 -1.625 -2.380  0.49
H10 0.549 -2.972 -3.889  0.46
H11 1.647 -5.035 -3.074  0.40
H12 1.347 -5.733 -0.715  0.43
H13 -0.020 -4.391 0.801  0.28
Cl1 0.195 5.447 7.821  -0.21
C14 0.166 4.511 6.358  0.48
C15 1.337 3.906 5.928  -0.79
C16 1.309 3.151 4.767  -0.21
C17 0.122 3.016 4.054  -0.11
C18 -1.040 3.639 4.494  -0.26
C19 -1.024 4.390 5.656  -0.77
C20 0.092 2.196 2.831  1.05
O1 -0.913 2.072 2.106  -0.61
O2 1.147 1.482 2.526  -0.38
H14 2.248 4.024 6.498  0.42
H15 2.202 2.660 4.407  0.50
H16 -1.953 3.523 3.926  0.45
H17 -1.915 4.877 6.023  0.41
F1 -0.798 -0.495 3.072  -0.51
N1 -0.482 1.822 -8.307  -0.50
C21 -0.421 1.662 -7.171  -0.05
C22 -0.334 1.457 -5.744  0.58
C23 0.901 1.576 -5.111  -0.74
C24 0.993 1.370 -3.747  -0.66
C25 -0.147 1.043 -3.011  0.47
C26 -1.383 0.930 -3.654  0.16
C27 -1.478 1.138 -5.018  -0.82
C28 -0.060 0.788 -1.604  0.28
C29 0.031 0.516 -0.422  -0.20
H18 1.780 1.828 -5.689  0.47
H19 1.944 1.461 -3.240  0.61
H20 -2.260 0.679 -3.070  0.33
H21 -2.430 1.053 -5.523  0.47
Cl2 6.827 1.612 -0.044  -0.24
C30 5.369 0.785 0.434  0.38
C31 5.043 0.698 1.776  -0.84
C32 3.881 0.042 2.150  -0.27
C33 3.040 -0.537 1.202  0.56
C34 1.763 -1.203 1.590  -1.02
C35 3.400 -0.435 -0.142  0.06
C36 4.556 0.219 -0.534  -0.99
H22 5.696 1.139 2.518  0.42
H23 3.625 -0.022 3.201  0.37
H24 1.801 -1.624 2.599  0.55
H25 1.487 -1.981 0.874  0.12
H26 2.756 -0.877 -0.895  0.45
H27 4.831 0.289 -1.578  0.41



Run b
Computed, not measured: C36H27Cl2FNO2PTi as an isolated structure, with wB97M-V/def2-TZVPD.

Output
Gap between HOMO and LUMO in eV: 7.409
LUMO level in eV: -0.67
Multiplicity: 1
HOMO in Ha: -0.297

Each line ends with the Mulliken charge.
Element x y z (Å)
Ti1 0.101 1.720 0.175  -0.49
C1 -3.554 1.151 1.037  -1.67
P1 -2.078 0.171 0.613  2.07
C2 -2.525 -0.466 -1.047  0.45
C3 -3.181 -1.677 -1.258  -0.45
C4 -3.503 -2.087 -2.546  -0.72
C5 -3.178 -1.289 -3.634  -0.48
C6 -2.538 -0.073 -3.433  -0.80
C7 -2.213 0.333 -2.148  -0.44
C8 -2.178 -1.276 1.701  -0.18
C9 -1.339 -2.362 1.437  0.00
C10 -1.320 -3.459 2.282  -0.73
C11 -2.125 -3.474 3.416  -0.56
C12 -2.943 -2.390 3.698  -0.73
C13 -2.971 -1.292 2.843  -0.69
H1 -4.433 0.512 1.084  0.56
H2 -3.679 1.901 0.261  0.42
H3 -3.409 1.672 1.985  0.41
H4 -3.444 -2.306 -0.416  0.41
H5 -4.011 -3.033 -2.697  0.42
H6 -3.422 -1.614 -4.638  0.41
H7 -2.283 0.556 -4.278  0.44
H8 -1.716 1.285 -2.015  0.37
H9 -0.685 -2.320 0.574  0.08
H10 -0.666 -4.296 2.065  0.49
H11 -2.107 -4.327 4.085  0.40
H12 -3.565 -2.396 4.586  0.40
H13 -3.618 -0.454 3.075  0.40
Cl1 0.843 9.414 -1.839  -0.21
C14 0.918 7.700 -1.580  0.48
C15 1.618 7.210 -0.488  -0.79
C16 1.672 5.842 -0.283  -0.21
C17 1.033 4.980 -1.167  -0.01
C18 0.335 5.485 -2.257  -0.27
C19 0.274 6.852 -2.469  -0.78
C20 1.055 3.521 -0.929  1.20
O1 0.468 2.710 -1.692  -0.61
O2 1.576 3.046 0.156  -0.58
H14 2.108 7.898 0.189  0.41
H15 2.205 5.433 0.565  0.49
H16 -0.158 4.796 -2.930  0.45
H17 -0.268 7.263 -3.310  0.41
F1 -1.291 2.857 0.277  -0.44
N1 3.953 -7.070 -2.899  -0.50
C21 3.501 -6.063 -2.576  -0.10
C22 2.927 -4.798 -2.169  0.63
C23 3.754 -3.721 -1.863  -0.82
C24 3.201 -2.517 -1.467  -0.34
C25 1.815 -2.370 -1.365  0.34
C26 0.993 -3.453 -1.686  -0.06
C27 1.543 -4.658 -2.084  -0.86
C28 1.260 -1.120 -0.928  0.20
C29 0.789 -0.061 -0.561  0.12
H18 4.827 -3.835 -1.936  0.45
H19 3.838 -1.675 -1.226  0.51
H20 -0.083 -3.340 -1.645  0.56
H21 0.906 -5.496 -2.334  0.46
Cl2 3.955 -3.208 2.597  -0.26
C30 2.977 -1.769 2.579  0.38
C31 3.513 -0.579 2.112  -0.84
C32 2.713 0.547 2.063  -0.22
C33 1.373 0.515 2.466  0.64
C34 0.503 1.709 2.267  -1.66
C35 0.887 -0.679 2.992  -0.17
C36 1.674 -1.820 3.044  -0.84
H22 4.543 -0.546 1.779  0.47
H23 3.122 1.472 1.676  0.34
H24 1.006 2.640 2.506  0.68
H25 -0.439 1.649 2.806  0.49
H26 -0.132 -0.725 3.359  0.53
H27 1.277 -2.747 3.440  0.56



Which of them is the most stable? Correct choice: run a.



Run a
Computed, not measured: a 2-piece molecular cluster, C2H9NPS overall, with wB97M-V/def2-TZVPD.

Output
Gap between HOMO and LUMO (alpha / beta) in eV: 6.679 / 5.482
LUMO level (alpha / beta) in eV: -4.55 / -4.86
Charge: +1
Multiplicity: 1
HOMO (alpha / beta) in Ha: -0.413 / -0.380

Each line ends with the Mulliken charge.
Element x y z (Å)
C1 1.989 -0.246 -0.129  -0.93
C2 -2.382 -1.015 0.134  -0.46
N1 2.820 0.949 0.163  -0.36
P1 -1.548 0.617 -0.137  0.15
S1 -3.884 -0.038 -0.290  -0.08
H1 2.049 -0.973 0.668  0.31
H2 2.192 -0.644 -1.111  0.31
H3 -2.414 -1.401 1.148  0.35
H4 -2.214 -1.807 -0.588  0.32
H5 2.721 1.613 -0.611  0.35
H6 3.834 0.758 0.299  0.34
H7 2.476 1.392 1.023  0.35
H8 -1.459 0.439 -1.526  0.12
H9 -4.182 0.357 0.957  0.23



Run b
Computed, not measured: a 3-piece molecular cluster, C2H9NPS overall, with wB97M-V/def2-TZVPD.

Output
Gap between HOMO and LUMO (alpha / beta) in eV: 7.228 / 3.478
LUMO level (alpha / beta) in eV: -4.28 / -8.03
Charge: +1
Multiplicity: 1
HOMO (alpha / beta) in Ha: -0.423 / -0.423

Each line ends with the Mulliken charge.
Element x y z (Å)
C1 2.682 2.604 0.621  -0.71
C2 1.380 2.293 0.503  0.39
N1 0.467 3.095 -0.032  -0.23
P1 -2.217 -0.192 1.957  -0.13
S1 -0.868 -4.840 -2.580  -0.27
H1 2.968 3.506 0.261  0.34
H2 3.369 1.877 1.049  0.28
H3 1.035 1.346 0.745  0.37
H4 -0.440 2.763 -0.323  0.28
H5 -2.184 -4.677 -2.682  0.15
H6 0.497 4.063 -0.242  0.25
H7 -3.497 -0.618 2.493  0.09
H8 -2.042 0.309 3.230  0.06
H9 -0.712 -3.640 -1.954  0.12



Which of them is the most stable? Correct choice: run a.



Run a
Computed, not measured: one molecule with the formula C18H30N2O3S, with wB97M-V/def2-TZVPD.

Output
Gap between HOMO and LUMO in eV: 8.570
LUMO level in eV: 0.64
Multiplicity: 1
HOMO in Ha: -0.292

Each line ends with the Mulliken charge.
Element x y z (Å)
C1 -7.291 -0.986 1.122  -0.84
O1 -5.989 -1.525 1.088  -0.42
C2 -5.022 -0.864 0.410  0.80
C3 -5.205 0.344 -0.262  -0.42
C4 -4.139 0.931 -0.922  -0.88
C5 -2.903 0.319 -0.915  -0.28
S1 -1.558 1.126 -1.752  1.25
O2 -2.008 1.697 -2.987  -0.77
O3 -0.428 0.236 -1.799  -0.52
N1 -1.308 2.430 -0.726  -0.35
C6 -0.667 2.156 0.543  -1.37
C7 0.830 1.812 0.442  1.45
C8 1.722 2.784 1.215  -1.25
C9 3.183 2.376 1.038  -0.53
C10 3.372 0.915 1.468  -1.10
N2 2.496 -0.011 0.783  0.61
C11 2.869 -0.334 -0.589  -1.54
C12 3.188 -1.835 -0.755  2.42
C13 1.952 -2.662 -0.400  -1.74
C14 3.568 -2.090 -2.215  -1.91
C15 4.348 -2.227 0.160  -1.94
C16 1.113 0.382 0.939  -1.65
C17 -2.707 -0.881 -0.256  0.10
C18 -3.761 -1.472 0.406  -0.78
H1 -7.717 -0.906 0.117  0.35
H2 -7.307 -0.005 1.606  0.34
H3 -7.882 -1.687 1.709  0.24
H4 -6.168 0.830 -0.279  0.40
H5 -4.254 1.860 -1.455  0.42
H6 -0.895 3.196 -1.236  0.30
H7 -0.818 3.032 1.181  0.45
H8 -1.222 1.322 0.981  0.40
H9 1.108 1.853 -0.616  0.29
H10 1.569 3.808 0.863  0.41
H11 1.460 2.749 2.276  0.35
H12 3.463 2.485 -0.013  0.31
H13 3.834 3.022 1.630  0.41
H14 4.406 0.605 1.306  0.45
H15 3.160 0.832 2.540  0.41
H16 2.054 -0.086 -1.276  0.31
H17 3.750 0.242 -0.890  0.68
H18 2.144 -3.721 -0.557  0.53
H19 1.112 -2.365 -1.025  0.23
H20 1.689 -2.505 0.643  0.32
H21 3.796 -3.142 -2.371  0.44
H22 4.443 -1.505 -2.494  0.42
H23 2.746 -1.815 -2.873  0.39
H24 5.247 -1.674 -0.101  0.36
H25 4.562 -3.290 0.071  0.46
H26 4.092 -2.008 1.193  0.37
H27 0.490 -0.318 0.384  0.25
H28 0.860 0.317 2.004  0.46
H29 -1.731 -1.340 -0.282  0.43
H30 -3.643 -2.408 0.929  0.47



Run b
Computed, not measured: one molecule with the formula C18H30N2O3S, with wB97M-V/def2-TZVPD.

Output
Gap between HOMO and LUMO in eV: 8.797
LUMO level in eV: 0.56
Multiplicity: 1
HOMO in Ha: -0.303

Each line ends with the Mulliken charge.
Element x y z (Å)
C1 3.728 0.770 8.538  -1.28
C2 2.568 0.311 7.663  -0.29
C3 2.962 0.239 6.189  -0.62
C4 1.808 -0.230 5.307  -0.70
C5 2.205 -0.304 3.835  -0.71
C6 1.056 -0.790 2.954  -0.71
C7 1.459 -0.878 1.484  -0.74
C8 0.318 -1.390 0.607  -0.70
C9 0.738 -1.500 -0.859  -0.72
C10 -0.369 -2.039 -1.739  -0.64
S1 0.308 -2.321 -3.398  1.22
O1 -0.724 -2.818 -4.260  -0.62
O2 1.529 -3.062 -3.288  -0.68
N1 0.809 -0.771 -3.876  -0.08
N2 0.079 0.199 -4.443  -0.60
C11 -1.195 0.160 -4.442  -0.26
C12 -1.960 1.241 -5.032  0.57
C13 -1.335 2.297 -5.690  -0.46
C14 -2.070 3.312 -6.270  -0.73
C15 -3.453 3.278 -6.198  -0.61
C16 -4.099 2.242 -5.544  -0.60
C17 -3.368 1.219 -4.953  0.60
O3 -3.922 0.177 -4.274  -0.38
C18 -5.324 0.061 -4.233  -0.95
H1 3.426 0.814 9.582  0.39
H2 4.566 0.081 8.452  0.32
H3 4.066 1.759 8.236  0.32
H4 1.730 1.003 7.778  0.32
H5 2.231 -0.674 7.994  0.32
H6 3.805 -0.447 6.076  0.33
H7 3.293 1.226 5.856  0.33
H8 1.477 -1.216 5.641  0.33
H9 0.965 0.456 5.420  0.33
H10 3.054 -0.982 3.724  0.34
H11 2.526 0.684 3.497  0.34
H12 0.732 -1.775 3.298  0.33
H13 0.208 -0.110 3.058  0.32
H14 1.770 0.109 1.134  0.33
H15 2.315 -1.549 1.384  0.34
H16 -0.536 -0.714 0.691  0.37
H17 0.001 -2.371 0.967  0.37
H18 1.040 -0.518 -1.228  0.37
H19 1.595 -2.169 -0.949  0.36
H20 -1.204 -1.353 -1.845  0.32
H21 -0.727 -3.009 -1.403  0.45
H22 1.790 -0.724 -4.107  0.30
H23 -1.765 -0.673 -4.040  0.57
H24 -0.258 2.291 -5.736  0.42
H25 -1.573 4.123 -6.779  0.38
H26 -4.040 4.063 -6.652  0.38
H27 -5.177 2.244 -5.501  0.40
H28 -5.782 0.902 -3.701  0.35
H29 -5.525 -0.861 -3.690  0.24
H30 -5.751 -0.012 -5.238  0.38



Which of them is the most stable? Correct choice: run a.



Run a
Computed, not measured: an isolated ion of composition C4H10N3O and charge +1, with wB97M-V/def2-TZVPD.

Output
Gap between HOMO and LUMO in eV: 11.384
LUMO level in eV: -2.96
Charge: +1
Multiplicity: 1
HOMO in Ha: -0.527

Each line ends with the Mulliken charge.
Element x y z (Å)
N1 -1.475 -1.698 0.124  -0.27
C1 -1.622 -0.371 0.013  0.58
O1 -2.675 0.371 -0.167  -0.49
N2 -0.457 0.420 0.152  0.45
N3 -0.675 1.805 0.004  -0.91
C2 0.773 -0.107 0.595  -0.20
C3 1.610 -1.034 -0.308  -0.62
C4 1.914 0.482 -0.209  -0.85
H1 -0.492 -1.920 0.011  0.25
H2 -2.272 -2.208 -0.191  0.30
H3 -2.498 1.408 -0.274  0.48
H4 0.052 2.319 -0.459  0.28
H5 -0.729 2.335 0.864  0.25
H6 0.633 -0.163 1.704  0.38
H7 1.202 -1.501 -1.313  0.33
H8 2.106 -1.849 0.123  0.37
H9 2.857 0.693 0.353  0.27
H10 1.749 1.020 -1.025  0.41



Run b
Computed, not measured: an isolated ion of composition C4H10N3O and charge +1, with wB97M-V/def2-TZVPD.

Output
Gap between HOMO and LUMO (alpha / beta) in eV: 7.448 / 9.543
LUMO level (alpha / beta) in eV: -4.98 / -4.22
Charge: +1
Multiplicity: 1
HOMO (alpha / beta) in Ha: -0.457 / -0.506

Each line ends with the Mulliken charge.
Element x y z (Å)
C1 -1.150 -1.162 0.401  -0.38
C2 0.144 -0.858 -0.365  -0.72
C3 0.222 1.542 0.133  -0.56
C4 2.296 0.363 -0.299  -0.83
N1 -3.243 -0.136 0.027  -0.06
N2 -2.070 -0.099 0.240  0.28
N3 0.916 0.297 0.264  0.00
O1 -4.149 0.572 -0.310  -0.41
H1 -1.638 -2.093 -0.212  0.40
H2 -0.855 -1.304 1.521  0.29
H3 0.632 -1.845 -0.335  0.38
H4 0.002 -0.397 -1.276  0.49
H5 0.240 2.259 -0.696  0.31
H6 -0.528 1.817 0.841  0.36
H7 2.199 0.941 -1.261  0.35
H8 3.033 0.761 0.565  0.31
H9 2.785 -0.575 -0.467  0.38
H10 1.165 -0.082 1.232  0.42



Which of them is the most stable? Correct choice: run a.